Record 1
The following is a quantum chemistry calculation of a 2-piece molecular cluster, C9H10N2 overall, from the Open Molecules 2025 dataset.

Summary:
strongest force on any atom	4.5	eV/A
HOMO level	-8.2	eV
frontier orbital gap	8.9	eV

Geometry as XYZ:
```
21
Properties=species:S:1:pos:R:3:nbo_charge:R:1
C 1.44 -0.65 1.58 -0.21
C 0.30 -0.92 1.30 0.03
C -0.95 -1.22 0.81 0.19
N -1.93 -1.75 1.54 -0.41
C -2.87 -1.97 0.65 -0.07
C -2.49 -1.58 -0.61 -0.12
N -1.18 -1.18 -0.51 -0.30
C -0.48 -0.52 -1.55 -0.40
H 2.43 -0.54 1.83 0.22
H -3.86 -2.49 0.90 0.21
H -3.14 -1.74 -1.43 0.22
H -1.10 -0.66 -2.49 0.22
H -0.21 0.46 -1.46 0.22
H 0.51 -1.04 -1.67 0.21
C 0.74 2.08 1.34 -0.24
C 1.52 2.34 0.45 -0.01
C 2.66 2.44 -0.48 -0.69
H -0.14 1.87 1.77 0.22
H 3.60 2.37 0.07 0.24
H 2.60 3.30 -1.08 0.24
H 2.57 1.40 -0.96 0.24
```

Record 2
The following is a quantum chemistry calculation of one molecule with the formula C9H10N2O2, from the Open Molecules 2025 dataset.

Summary:
strongest force on any atom	4.3	eV/A
HOMO level	-9.7	eV
frontier orbital gap	10.3	eV

Geometry as XYZ:
```
23
Properties=species:S:1:pos:R:3:nbo_charge:R:1
N -0.45 -2.34 -3.46 -0.30
C -0.46 -1.77 -2.46 0.30
C -0.51 -0.88 -1.30 -0.11
C 0.72 0.19 -1.60 0.43
O 1.89 -0.59 -1.73 -0.51
C 2.57 -0.52 -0.51 -0.12
C 1.97 0.66 0.26 -0.09
O 0.91 1.08 -0.51 -0.52
C -1.91 -0.26 -1.43 -0.20
C -2.54 0.17 -0.34 -0.17
C -1.86 0.17 1.01 -0.53
C -0.96 -0.96 0.96 0.17
N -0.36 -1.42 -0.02 -0.41
H 0.57 0.68 -2.50 0.18
H 3.70 -0.44 -0.69 0.20
H 2.40 -1.47 0.02 0.19
H 1.73 0.43 1.36 0.19
H 2.76 1.62 0.36 0.17
H -2.51 -0.41 -2.41 0.24
H -3.58 0.33 -0.29 0.22
H -1.38 1.09 1.35 0.27
H -2.65 -0.06 1.91 0.22
H -0.80 -1.55 1.88 0.18
```

Record 3
The following is a quantum chemistry calculation of one molecule with the formula C9H10N2OS, from the Open Molecules 2025 dataset.

Summary:
strongest force on any atom	3.6	eV/A
HOMO level	-8.3	eV
frontier orbital gap	8.9	eV

Geometry as XYZ:
```
23
Properties=species:S:1:pos:R:3:nbo_charge:R:1
C 3.69 0.93 -0.20 -0.23
C 3.31 0.60 1.08 -0.20
C 2.74 0.86 -1.25 -0.19
C 1.99 0.20 1.40 -0.23
C 1.43 0.45 -0.86 -0.24
C 1.01 0.24 0.40 0.14
C -3.33 -1.31 -0.37 -0.16
C -3.82 -0.29 0.29 -0.44
C -1.93 -1.16 -0.86 -0.29
N -1.29 -0.01 -0.27 -0.46
N -0.24 -0.42 0.60 -0.48
O -2.90 2.11 -0.12 -0.94
S -2.51 0.94 0.61 1.37
H 4.68 1.33 -0.25 0.21
H 4.00 0.48 1.84 0.21
H 2.99 1.30 -2.20 0.22
H 1.75 -0.24 2.37 0.21
H 0.63 0.36 -1.59 0.22
H -3.83 -2.23 -0.46 0.22
H -4.64 -0.27 0.95 0.23
H -1.31 -2.02 -0.53 0.23
H -1.68 -1.12 -2.01 0.23
H -0.73 -0.71 1.41 0.38
```

Record 4
The following is a quantum chemistry calculation of C9H10N3O4SSbSe4Tc as an isolated structure, from the Open Molecules 2025 dataset.

Summary:
strongest force on any atom	1.3	eV/A
charge	+1
HOMO level (spin up / spin down)	-11.5 / -11.5	eV
frontier orbital gap (spin up / spin down)	6.3 / 6.3	eV

Geometry as XYZ:
```
33
Properties=species:S:1:pos:R:3:nbo_charge:R:1
Tc -0.79 0.43 0.02 0.53
N -0.78 -1.87 0.02 -0.78
C -2.15 -2.28 -0.37 -0.33
C -3.09 -1.42 0.44 0.66
O -4.10 -1.83 0.96 -0.55
N -2.59 -0.14 0.61 -0.52
C -2.99 0.56 1.81 -0.36
C -1.70 0.98 2.49 0.84
O -1.70 1.93 3.29 -0.73
O -0.63 0.35 2.13 -0.67
H -0.59 -2.17 0.98 0.41
H -0.09 -2.31 -0.58 0.40
H -2.27 -2.07 -1.43 0.24
H -2.36 -3.33 -0.19 0.24
H -3.55 1.47 1.58 0.24
H -3.59 -0.07 2.47 0.27
O 1.21 0.29 0.00 -0.51
N 1.82 -0.04 -1.17 -0.01
C 3.16 -0.16 -1.11 0.04
C 3.88 -0.45 -2.23 -0.24
C 3.20 -0.62 -3.44 -0.13
C 1.83 -0.49 -3.48 -0.22
C 1.11 -0.19 -2.31 0.03
S -0.61 -0.02 -2.30 0.08
H 3.58 -0.01 -0.13 0.25
H 4.95 -0.54 -2.17 0.25
H 3.74 -0.85 -4.35 0.25
H 1.27 -0.62 -4.39 0.25
Se 2.16 4.47 2.26 -0.30
Sb -0.23 3.67 3.28 1.14
Se -1.13 2.59 -0.35 0.23
Se 1.74 2.19 2.69 0.15
Se 1.29 2.57 5.00 -0.14
```

Record 5
The following is a quantum chemistry calculation of a 2-piece molecular cluster, C9H10NO2 overall, from the Open Molecules 2025 dataset.

Summary:
strongest force on any atom	6.3	eV/A
charge	+1
HOMO level (spin up / spin down)	-12.6 / -12.6	eV
frontier orbital gap (spin up / spin down)	6.9 / 6.9	eV

Geometry as XYZ:
```
22
Properties=species:S:1:pos:R:3:nbo_charge:R:1
C -1.75 -1.21 0.55 -0.03
C -2.60 -0.06 0.49 -0.30
C -0.82 1.27 -0.60 -0.40
C -0.30 0.09 -0.48 0.54
C -0.35 -1.10 -0.01 -0.19
C -2.22 1.20 0.03 0.31
C 2.52 1.63 -0.02 0.28
C 3.41 0.47 -0.42 0.16
C 0.53 -2.25 0.19 -0.62
N -2.92 2.27 0.00 -0.72
O 3.74 1.60 0.30 -0.39
O 3.25 -0.76 0.17 -0.71
H -2.01 -2.15 0.89 0.25
H -3.47 -0.20 1.02 0.25
H -0.61 2.07 -1.26 0.30
H 3.84 0.64 -1.39 0.17
H 0.02 -3.05 -0.28 0.24
H 1.50 -2.01 -0.31 0.27
H 0.77 -2.41 1.23 0.25
H -3.99 2.16 0.08 0.42
H -2.63 2.88 -0.79 0.41
H 4.09 -1.07 0.61 0.51
```

Record 6
The following is a quantum chemistry calculation of one molecule with the formula C9H10O2S, from the Open Molecules 2025 dataset.

Summary:
strongest force on any atom	3.2	eV/A
HOMO level	-9.5	eV
frontier orbital gap	10.3	eV

Geometry as XYZ:
```
22
Properties=species:S:1:pos:R:3:nbo_charge:R:1
C -1.28 2.22 0.05 -0.19
C -0.08 2.94 -0.02 -0.21
C -1.26 0.89 -0.07 -0.21
C 1.15 2.27 -0.22 -0.19
C -0.08 0.26 -0.20 -0.02
C 1.10 0.92 -0.28 -0.29
C 0.11 -1.27 -0.25 0.23
C 0.15 -1.71 1.23 -0.67
C -0.88 -2.05 -1.06 -0.63
O 2.76 -0.46 1.10 -0.94
O 1.41 -1.41 -0.86 -0.70
S 2.46 -0.27 -0.31 1.53
H -2.24 2.69 0.36 0.22
H -0.21 4.04 -0.13 0.22
H -2.17 0.28 0.06 0.22
H 2.08 2.87 -0.45 0.23
H 0.25 -2.81 1.17 0.22
H -0.83 -1.63 1.82 0.21
H 0.89 -0.97 1.78 0.28
H -1.77 -2.17 -0.39 0.22
H -0.42 -3.03 -1.21 0.23
H -1.13 -1.58 -2.11 0.23
```